No. 1
# C3H6OS

One molecule with the formula C3H6OS at a distorted geometry (ωB97M-V with the def2-TZVPD basis set, the OMol25 dataset).

```
11
Properties=species:S:1:pos:R:3
C -0.70340 -0.29364 -0.90926
C -0.23996 -1.07131 0.32702
C -0.03004 0.37712 0.26511
O -0.62253 1.21020 1.10761
S 1.89958 0.89177 -0.11279
H 0.02749 -0.25336 -1.69329
H -1.73923 -0.45707 -1.06282
H -0.93250 -1.31346 1.16028
H 0.53989 -1.76604 0.39117
H -0.18192 1.30727 1.91801
H 1.98263 1.36851 -1.39101
```

Summary:
HOMO level = -9.19 eV
E_tot = -591.25054 Ha
Relative energy (zero: lowest compared OMol25 entry of this formula, charge and spin) = 51.75 kcal/mol
Gap between HOMO and LUMO = 9.97 eV

Atomic partial charges in e from the Löwdin method, atoms 1 to 5: number 1, C, carries -0.062; number 2, C, carries -0.139; number 3, C, carries -0.756; number 4, O, carries 0.024; number 5, S, carries 0.652


No. 2
# C2H4NO2

An isolated ion of composition C2H4NO2 and charge -1 at a distorted geometry (ωB97M-V with the def2-TZVPD basis set, the OMol25 dataset).

```
9
Properties=species:S:1:pos:R:3
O -1.20620 -0.91096 0.74212
C -0.65602 -0.18139 -0.02730
O -1.11660 0.70211 -0.70649
C 0.86376 -0.42082 -0.22059
N 1.69732 0.75673 0.11640
H 1.16040 -1.33651 0.39403
H 0.96562 -0.76655 -1.25068
H 2.17544 0.47145 0.93966
H 1.15325 1.61855 0.30448
```

Summary:
Charge = -1
HOMO level = -3.47 eV
E_tot = -283.88499 Ha
Relative energy (zero: lowest compared OMol25 entry of this formula, charge and spin) = 16.33 kcal/mol
Gap between HOMO and LUMO = 8.13 eV

Atomic partial charges in e from the Löwdin method, atoms 1 to 5: number 1, O, carries -0.048; number 2, C, carries -0.888; number 3, O, carries -0.055; number 4, C, carries -0.239; number 5, N, carries -0.031


No. 3
# H32O20S

A 17-piece molecular cluster, H32O20S overall at a distorted geometry (ωB97M-V with the def2-TZVPD basis set, the OMol25 dataset).

```
53
Properties=species:S:1:pos:R:3
S 0.18996 -0.20175 -0.12574
O -1.04876 -0.41445 -0.82994
O 0.10610 1.20577 0.26181
O 0.19079 -1.05408 1.06479
O 1.34819 -0.47217 -0.94190
O 0.24182 1.79830 -3.18126
H -0.51933 1.33230 -2.83733
H 0.63298 2.30318 -2.49072
O 2.79345 -2.65085 -0.55282
H 3.17003 -2.49454 -1.41348
H 2.28392 -1.88106 -0.48388
O 0.91428 -4.16389 2.86764
H 1.03093 -3.23798 2.79699
H -0.01738 -4.38262 3.08168
O 3.52845 0.69229 -1.01479
H 2.75667 0.14963 -1.04301
H 3.26133 1.60224 -0.90803
O -0.81800 3.16491 1.63810
H -0.03562 3.68840 1.50363
H -0.72169 2.30069 1.19945
O 1.71511 -0.67670 -3.60101
H 1.68505 -0.73471 -2.61579
H 1.03113 -0.07962 -3.84768
O 1.99058 2.07705 1.62091
H 1.13927 1.76549 1.23039
H 1.93876 3.03653 1.61070
O 1.42802 3.12232 -1.14746
H 1.17231 2.44251 -0.51820
H 2.28617 3.27157 -0.77172
O -0.36794 0.45013 3.19827
H -0.18702 -0.12479 2.45768
H 0.29950 0.16280 3.88563
O -1.75276 -2.40286 2.00499
H -0.90066 -2.03347 1.65596
H -1.73838 -3.34788 1.77046
O -3.33798 -1.22303 0.05517
H -2.53611 -0.97377 -0.46179
H -2.96911 -1.47804 0.86567
O -3.20693 1.29060 0.66665
H -2.83777 1.59201 -0.15815
H -3.51359 0.40637 0.52859
O 1.83617 -1.76638 2.65123
H 1.17680 -1.49985 1.91091
H 1.84461 -1.06440 3.26988
O -1.46567 -2.68759 -1.88526
H -1.35010 -1.84219 -1.44994
H -1.57184 -3.28674 -1.16294
O -2.04823 0.08369 -2.93896
H -1.69041 -0.24276 -2.09157
H -2.78636 0.62710 -2.70944
O -1.72212 2.56061 -1.20259
H -1.03952 2.00916 -0.81486
H -1.80908 3.28256 -0.59689
```

Summary:
Charge = -2
HOMO level = -4.62 eV
E_tot = -1922.28130 Ha
Relative energy (zero: lowest compared OMol25 entry of this formula, charge and spin) = 95.36 kcal/mol
Gap between HOMO and LUMO = 9.39 eV

Atomic partial charges in e from the Löwdin method, atoms 1 to 5: number 1, S, carries 0.484; number 2, O, carries -0.328; number 3, O, carries -0.365; number 4, O, carries -0.308; number 5, O, carries -0.298


No. 4
# C4H5NO

C4H5NO as an isolated structure at a distorted geometry (ωB97M-V with the def2-TZVPD basis set, the OMol25 dataset).

```
11
Properties=species:S:1:pos:R:3
C -0.91363 -0.27511 0.78826
C 0.03311 0.66594 0.80498
C 1.48366 -0.83397 -0.82986
O 1.69259 -1.81494 -0.29420
C -0.11342 1.87816 0.04704
N -0.24935 2.84367 -0.57843
H -1.83150 -0.15125 0.22173
H -0.40932 -1.08222 -1.24027
H -0.76626 -1.22304 1.29828
H 0.97272 0.52998 1.33139
H 0.10141 -0.53723 -1.54891
```

Summary:
HOMO level = -10.61 eV
E_tot = -285.28146 Ha
Relative energy (zero: lowest compared OMol25 entry of this formula, charge and spin) = 83.54 kcal/mol
Gap between HOMO and LUMO = 10.66 eV

Atomic partial charges in e from the Löwdin method, atoms 1 to 5: number 1, C, carries -0.027; number 2, C, carries -0.243; number 3, C, carries -0.088; number 4, O, carries 0.050; number 5, C, carries -0.237


No. 5
# CH6N4O

A 2-piece molecular cluster, CH6N4O overall at a distorted geometry (ωB97M-V with the def2-TZVPD basis set, the OMol25 dataset).

```
12
Properties=species:S:1:pos:R:3
C 0.08444 0.88670 -0.18821
H -3.09925 -0.26785 -0.62868
H -2.33734 -0.74350 0.85216
H -0.48056 -1.22161 0.60597
H 1.96205 1.42252 0.05640
H 2.11676 -0.97434 0.68477
H 1.43591 -1.11150 -0.71217
N -2.21388 -0.08450 0.04150
N -0.80911 -0.24819 -0.48212
N 1.42481 0.70214 -0.08852
N 2.22327 -0.42418 -0.10376
O -0.30709 2.06433 -0.03734
```

Summary:
HOMO level = -9.34 eV
E_tot = -335.75425 Ha
Relative energy (zero: lowest compared OMol25 entry of this formula, charge and spin) = 152.08 kcal/mol
Gap between HOMO and LUMO = 8.72 eV

Atomic partial charges in e from the Löwdin method, atoms 1 to 5: number 1, C, carries -0.545; number 2, H, carries 0.128; number 3, H, carries 0.056; number 4, H, carries 0.261; number 5, H, carries 0.069


No. 6
# C17H24N4O2S

One molecule with the formula C17H24N4O2S at a distorted geometry (ωB97M-V with the def2-TZVPD basis set, the OMol25 dataset).

```
48
Properties=species:S:1:pos:R:3
C -1.82058 -2.71322 -0.98489
H -1.81575 -2.47770 -2.04476
H -1.01415 -2.16317 -0.50970
C -3.14600 -2.32656 -0.33716
N -3.42358 -0.90145 -0.44870
C -2.72023 -0.08703 0.35732
O -1.97713 -0.50986 1.22445
C -2.91389 1.41869 0.18045
H -3.06149 1.71692 -0.85312
H -3.72523 1.77923 0.81337
S -1.40369 2.24085 0.76018
C -0.35379 1.52106 -0.41294
N -0.72952 0.86486 -1.47992
N 0.38308 0.47349 -2.11776
C 1.41881 0.89008 -1.44752
N 1.00492 1.57917 -0.33331
C 1.74404 2.21273 0.71959
H 2.79874 2.25797 0.45749
H 1.35872 3.22209 0.87456
H 1.63204 1.64588 1.64645
C 2.83763 0.63120 -1.82140
O 3.35347 -0.56591 -1.26987
C 3.20305 -0.67327 0.10696
C 4.19933 -0.20575 0.95534
C 4.03347 -0.32869 2.32283
C 2.88446 -0.90208 2.84055
C 1.88591 -1.38158 2.00145
C 2.06055 -1.26097 0.62779
H 1.30451 -1.62736 -0.05140
C 0.64210 -2.01073 2.54202
H 0.56068 -3.03959 2.19363
H 0.64387 -2.00945 3.62893
H -0.23821 -1.47380 2.19134
H 2.76460 -0.98414 3.91124
H 4.80443 0.02855 2.98995
H 5.09154 0.23722 0.53817
H 2.89437 0.49571 -2.90314
H 3.46160 1.49006 -1.52558
C -4.29975 -0.45412 -1.51076
C -3.56889 -0.26371 -2.84132
H -3.36223 -1.22370 -3.30570
H -2.62121 0.24619 -2.67989
H -4.18273 0.31978 -3.52265
H -4.78089 0.47694 -1.20383
H -5.09058 -1.20233 -1.62343
H -3.10671 -2.57150 0.72859
H -3.97340 -2.87118 -0.79557
H -1.64330 -3.77775 -0.85515
```

Summary:
HOMO level = -8.47 eV
E_tot = -1429.88728 Ha
Relative energy (zero: lowest compared OMol25 entry of this formula, charge and spin) = 54.23 kcal/mol
Gap between HOMO and LUMO = 9.09 eV

Atomic partial charges in e from the Löwdin method, atoms 1 to 5: number 1, C, carries -0.058; number 2, H, carries 0.066; number 3, H, carries 0.050; number 4, C, carries -0.186; number 5, N, carries -0.068